DFT (ωB97M-V/def2-TZVPD) results for a structure of composition C19H35BInO5 in a non-equilibrium geometry.

Last column: Löwdin charge in e.
Element x y z (Å)
C1 -0.818948 3.840589 -1.876771  -0.15
O1 -0.248293 3.317089 -0.625395  -0.17
B1 1.228022 3.226658 -0.683995  -0.53
O2 1.906673 2.632304 -1.888013  -0.08
In1 2.617683 3.932111 0.992508  0.61
O3 1.489725 5.243482 2.187102  -0.50
C2 3.538091 2.242718 2.202453  -0.30
C3 4.577403 1.282396 1.342320  -0.30
O4 4.698679 0.018453 2.086283  -0.24
C4 5.102691 -1.102920 1.216551  -0.18
C5 4.176839 -2.455503 1.529194  -0.17
O5 3.716327 -3.142829 0.312370  -0.17
C6 2.358574 -2.735359 -0.080568  -0.14
C7 1.786272 -1.203113 0.118575  0.04
C8 0.280557 -0.777927 -0.377076  0.02
C9 -0.807797 -1.825087 -1.095680  -0.09
C10 -2.293849 -1.383289 -1.626183  -0.45
C11 -2.143010 0.089990 -2.328477  -0.08
C12 -2.629708 -2.431131 -2.890148  -0.12
C13 -3.518419 -1.560260 -0.576690  -0.14
C14 -3.477539 -0.700623 0.799531  -0.51
C15 -4.890418 -1.087732 1.613056  -0.12
C16 -2.273501 -1.067374 1.850287  -0.09
C17 -3.517405 0.930413 0.639957  -0.09
C18 -0.236800 -3.388026 -1.265254  -0.02
C19 1.299046 -3.820298 -0.763650  -0.01
H1 -0.451214 3.258251 -2.848998  0.10
H2 -0.591411 4.997201 -2.060428  0.11
H3 -2.008544 3.752101 -1.893485  0.10
H4 1.824875 3.284617 -2.646796  0.08
H5 3.966641 4.869239 0.185215  -0.09
H6 0.998723 4.749412 2.915095  -0.04
H7 2.642812 1.634063 2.682823  0.05
H8 4.188277 2.765284 3.053349  0.04
H9 5.595810 1.798434 1.078072  0.13
H10 4.032972 1.085425 0.301695  0.10
H11 4.965561 -0.886988 0.070772  0.13
H12 6.253398 -1.338492 1.422915  0.13
H13 3.327416 -2.234870 2.309121  0.14
H14 4.926186 -3.208653 2.072053  0.13
H15 2.468570 -0.398092 0.624259  0.08
H16 -0.031762 0.358555 -0.199797  0.09
H17 -1.524299 0.874127 -1.719096  0.06
H18 -1.593490 -0.030744 -3.371830  0.10
H19 -3.251652 0.484931 -2.516690  0.10
H20 -3.668245 -2.092348 -3.334743  0.08
H21 -2.807842 -3.543271 -2.494370  0.08
H22 -1.804451 -2.385083 -3.724509  0.09
H23 -4.543712 -1.332117 -1.143202  0.13
H24 -3.594615 -2.709179 -0.272564  0.14
H25 -5.834390 -0.885832 0.931538  0.08
H26 -4.820513 -2.199850 1.993452  0.09
H27 -4.914327 -0.322401 2.529269  0.09
H28 -2.726854 -1.059320 2.929786  0.08
H29 -1.691341 -2.052779 1.573074  0.09
H30 -1.487926 -0.175779 1.790749  0.08
H31 -2.466237 1.384766 0.314538  0.08
H32 -4.240046 1.154403 -0.283608  0.09
H33 -3.923117 1.514400 1.569519  0.09
H34 -0.863525 -4.261783 -1.745369  0.07
H35 1.727376 -4.922360 -0.904096  0.08

Forces on atoms 1 to 3 (eV/Å):
C -1.09 0.26 -1.49
O 1.64 0.93 -2.54
B -0.74 -1.34 -0.94

Its lowest unoccupied orbital energy is 2.434 eV. As for the calculated total energy: -36345.3753 eV. As for the HOMO-LUMO gap: 0.255 hartree. Its net charge is -1. The molar mass is 469.11 g/mol. As for the HOMO energy: -4.5 eV. The calculation puts the max |F| at 0.0959 Eh/bohr.